[1]
{"formula": "C30H39Ge2N3O8S3W", "method": "the ωB97M-V functional and the def2-TZVPD basis", "symbols": ["W", "O", "C", "O", "C", "C", "C", "C", "C", "C", "O", "N", "O", "O", "N", "O", "O", "H", "H", "C", "C", "Ge", "C", "C", "C", "C", "Ge", "C", "C", "C", "C", "C", "C", "C", "C", "C", "C", "H", "H", "H", "H", "H", "H", "H", "H", "H", "H", "H", "H", "H", "H", "H", "H", "H", "H", "H", "H", "H", "H", "H", "H", "H", "H", "S", "C", "S", "S", "O", "C", "C", "C", "C", "C", "C", "N", "H", "H", "H", "H", "H", "H", "H", "H", "H", "H", "H"], "positions_angstrom": [[0.799, -1.444, 0.249], [4.441, -1.590, 2.204], [3.563, -1.551, 1.382], [2.290, -1.751, 1.614], [3.851, -1.197, -0.065], [4.937, -0.469, -0.522], [4.979, -0.082, -1.847], [3.929, -0.293, -2.732], [2.878, -1.002, -2.236], [2.904, -1.592, -0.990], [2.020, -2.584, -0.714], [1.546, -1.044, -2.858], [1.413, -0.935, -4.041], [0.592, -1.106, -2.068], [6.157, 0.679, -2.344], [7.038, 0.910, -1.549], [6.146, 1.010, -3.511], [5.729, -0.185, 0.160], [3.933, 0.129, -3.729], [-3.952, -3.701, -0.226], [-2.825, -3.069, 0.607], [-1.402, -2.476, -0.570], [-0.881, -4.011, -1.717], [-1.420, -3.897, -3.148], [-2.332, -1.215, -1.743], [-2.084, 0.092, -1.661], [-0.679, 0.582, -0.369], [0.714, 1.643, -1.369], [0.756, 3.141, -1.061], [-1.561, 1.753, 0.933], [-3.057, 1.986, 0.688], [-2.873, 1.099, -2.430], [-4.249, 0.938, -2.611], [-4.993, 1.872, -3.318], [-4.377, 2.993, -3.863], [-3.012, 3.171, -3.691], [-2.273, 2.236, -2.976], [-4.761, -4.055, 0.418], [-3.598, -4.559, -0.806], [-4.386, -2.985, -0.932], [-2.428, -3.782, 1.328], [-3.188, -2.205, 1.164], [-1.240, -4.919, -1.228], [0.206, -4.078, -1.728], [-2.512, -3.911, -3.172], [-1.070, -4.726, -3.770], [-1.104, -2.965, -3.626], [-3.093, -1.583, -2.441], [0.531, 1.483, -2.435], [1.694, 1.217, -1.154], [-0.226, 3.610, -1.172], [1.445, 3.662, -1.732], [1.092, 3.328, -0.043], [-1.030, 2.702, 0.941], [-1.427, 1.300, 1.922], [-3.240, 2.576, -0.211], [-3.496, 2.526, 1.533], [-3.603, 1.045, 0.576], [-4.739, 0.079, -2.164], [-6.061, 1.730, -3.437], [-4.959, 3.724, -4.412], [-2.520, 4.040, -4.113], [-1.210, 2.390, -2.844], [-0.429, -3.674, 4.148], [-0.192, -2.967, 2.702], [0.412, -3.732, 1.284], [-0.577, -1.320, 2.308], [1.484, 0.699, 1.391], [1.865, 1.350, 2.362], [1.388, 2.754, 2.681], [0.945, 2.826, 4.162], [0.350, 1.518, 4.733], [1.350, 0.486, 5.290], [2.218, -0.200, 4.227], [2.719, 0.853, 3.304], [0.566, 2.988, 2.023], [2.189, 3.472, 2.482], [0.193, 3.613, 4.234], [1.779, 3.150, 4.793], [-0.280, 1.038, 3.974], [-0.321, 1.792, 5.548], [0.795, -0.286, 5.827], [1.998, 0.985, 6.022], [1.648, -0.920, 3.654], [3.070, -0.716, 4.658], [3.107, 1.606, 3.854]], "forces_ev_per_a": [[0.4, 0.2, 2.7], [0.2, 0.0, 0.1], [-0.2, 0.0, -0.1], [0.7, -0.1, 0.8], [0.1, -0.3, 0.3], [0.2, 0.3, 0.2], [0.3, 0.2, -0.2], [0.1, 0.4, -0.4], [-0.7, 0.0, -0.5], [0.0, -0.9, 0.1], [0.6, -0.3, -0.8], [0.9, 0.1, -0.3], [0.0, -0.1, 0.1], [-0.4, 0.0, -0.3], [-0.3, -0.1, 0.0], [0.0, 0.0, 0.0], [0.0, 0.0, 0.1], [0.0, 0.0, 0.0], [0.0, 0.0, 0.1], [0.0, 0.0, 0.0], [-0.3, -0.1, 0.2], [-1.0, -0.7, -0.9], [0.0, 0.1, -0.2], [0.0, -0.1, 0.1], [-0.1, 0.1, -0.2], [-0.3, 0.1, -0.1], [-0.7, 1.1, -0.8], [0.0, 0.1, 0.1], [-0.1, 0.0, -0.1], [-0.2, -0.2, 0.4], [0.0, 0.0, 0.1], [0.1, 0.0, 0.0], [0.0, 0.0, 0.0], [0.0, 0.0, 0.0], [0.0, 0.0, 0.0], [0.0, 0.0, 0.0], [0.0, 0.0, 0.0], [0.0, 0.0, 0.0], [0.0, 0.1, 0.1], [0.0, -0.1, 0.1], [-0.1, 0.0, 0.0], [-0.1, 0.0, 0.0], [0.0, 0.0, 0.0], [0.1, -0.1, 0.0], [0.0, 0.0, 0.0], [0.0, 0.0, 0.0], [0.0, -0.1, 0.0], [0.1, 0.1, 0.1], [0.0, 0.0, 0.0], [0.2, 0.0, 0.0], [0.1, 0.0, 0.0], [0.0, 0.0, 0.0], [0.0, 0.0, 0.1], [0.0, 0.1, 0.0], [0.0, 0.1, 0.0], [0.0, 0.0, 0.0], [0.0, 0.0, -0.1], [0.1, 0.1, 0.0], [0.0, 0.1, 0.0], [0.1, 0.0, 0.0], [0.0, 0.0, 0.0], [0.0, 0.0, 0.0], [-0.1, 0.0, -0.1], [0.0, 0.1, 0.0], [-0.1, -0.2, 0.2], [0.2, 0.4, -0.2], [0.2, 0.2, -0.5], [-0.7, 0.1, -0.6], [0.5, 0.1, 0.6], [0.2, -0.1, 0.0], [0.0, -0.1, 0.0], [0.0, 0.0, 0.0], [0.1, 0.0, -0.1], [-0.1, 0.3, 0.0], [0.1, -0.3, 0.0], [-0.1, 0.1, -0.2], [0.0, 0.0, 0.0], [0.0, 0.0, 0.0], [0.0, 0.0, 0.0], [0.0, 0.0, 0.0], [0.0, 0.0, 0.0], [0.0, 0.0, 0.0], [0.0, 0.0, 0.0], [0.0, 0.0, -0.1], [0.1, 0.0, 0.0], [0.0, 0.1, 0.1]], "mulliken_charge": [0.01, -0.69, -0.09, -0.45, 0.44, -0.50, -0.58, -0.51, -0.20, 0.96, -0.81, 0.88, -0.58, -0.49, 1.06, -0.60, -0.62, 0.62, 0.63, -1.18, -0.58, 1.66, -0.78, -1.35, -0.99, -0.44, 1.93, -0.68, -1.52, 0.11, -1.66, -0.27, -0.42, -0.87, -0.41, -1.06, 0.36, 0.40, 0.27, 0.25, 0.41, 0.37, 0.60, 0.45, 0.32, 0.37, 0.28, 0.65, 0.99, -0.04, 0.30, 0.43, 0.26, 0.38, -0.08, 0.35, 0.45, 0.29, 0.47, 0.40, 0.40, 0.41, 0.49, -0.22, 0.56, -0.30, -0.40, 0.35, -0.69, -0.07, -1.01, 0.03, -1.00, 0.29, -0.02, -0.31, 0.47, 0.51, 0.35, -0.29, 0.49, 0.47, 0.31, -0.56, 0.41, 0.47], "max_force_ev_per_a": 2.759, "charge": 0, "total_energy_ha": -7348.016712, "de_lowest_ev": 2.519, "molar_mass_g_mol": 994.9}

[2]
{"formula": "C5H12O", "method": "the ωB97M-V functional and the def2-TZVPD basis", "symbols": ["C", "C", "C", "C", "C", "H", "H", "H", "H", "H", "H", "H", "H", "H", "H", "H", "H", "O"], "positions_angstrom": [[1.644, -0.559, -1.473], [1.792, 0.143, -0.100], [0.464, 0.572, 0.523], [-0.227, -0.243, 1.303], [-1.451, 0.035, 2.091], [2.167, -0.005, -2.252], [0.619, -0.515, -1.849], [2.079, -1.556, -1.446], [2.349, 1.054, -0.349], [2.438, -0.334, 0.631], [0.234, 1.591, 0.245], [0.034, -1.301, 1.276], [-1.282, -0.084, 3.167], [-2.243, -0.687, 1.864], [-1.893, 1.023, 1.987], [-2.213, 0.939, -2.342], [-2.406, -0.485, -1.757], [-2.105, 0.411, -1.519]], "forces_ev_per_a": [[0.3, 0.2, 0.0], [-0.3, 1.1, -0.8], [1.4, -0.4, -0.2], [-0.4, 0.0, -0.4], [-0.9, 0.0, 0.5], [0.4, 0.0, 0.1], [-0.1, -0.6, 0.4], [-0.4, -0.2, -0.2], [-0.1, 0.1, 0.4], [-0.2, -0.6, -0.1], [-0.6, 0.1, 0.6], [0.5, 0.1, 0.4], [0.2, -0.1, -0.1], [0.1, 0.0, -0.1], [0.2, 0.2, -0.3], [0.1, -0.6, 0.8], [0.2, 0.6, 0.1], [-0.3, 0.0, -1.0]], "nbo_charge": [-0.62, -0.44, -0.17, -0.19, -0.64, 0.20, 0.22, 0.21, 0.20, 0.21, 0.20, 0.18, 0.21, 0.21, 0.21, 0.47, 0.47, -0.94], "max_force_ev_per_a": 1.439, "charge": 0, "total_energy_ha": -272.899861, "de_lowest_ev": 1.328, "molar_mass_g_mol": 88.1}

[3]
{"formula": "C4H9N2", "method": "the ωB97M-V functional and the def2-TZVPD basis", "symbols": ["C", "C", "C", "C", "N", "N", "H", "H", "H", "H", "H", "H", "H", "H", "H"], "positions_angstrom": [[2.473, -0.197, 0.025], [-1.047, -1.027, 0.837], [-0.934, -1.039, -0.766], [0.008, -0.277, 0.072], [1.233, 0.001, -0.049], [-0.748, 1.720, -0.029], [2.865, -1.123, 0.364], [3.103, 0.613, -0.284], [-1.973, -0.502, 1.180], [-0.608, -1.827, 1.479], [-0.445, -1.969, -1.124], [-1.678, -0.643, -1.402], [-1.745, 2.077, -0.172], [-0.082, 1.946, -0.840], [-0.421, 2.247, 0.709]], "forces_ev_per_a": [[-1.1, 0.7, -0.3], [-0.1, 0.8, -0.8], [1.8, -2.4, 2.1], [-1.9, 0.5, -0.2], [1.0, -0.3, 0.5], [-1.2, -0.4, -3.4], [0.4, -0.9, 0.1], [0.6, 0.3, 0.1], [1.3, -0.4, 0.0], [-0.7, 0.5, -0.8], [-0.4, 0.7, -0.1], [-0.7, 0.6, -0.2], [1.8, -0.7, -0.3], [-1.9, -0.1, 1.3], [1.1, 1.2, 2.3]], "nbo_charge": [0.07, -0.41, -0.42, 0.43, -0.37, -0.96, 0.21, 0.21, 0.27, 0.27, 0.25, 0.27, 0.41, 0.40, 0.38], "max_force_ev_per_a": 3.673, "charge": 1, "total_energy_ha": -266.952576, "de_lowest_ev": 3.992, "molar_mass_g_mol": 85.1}

[4]
{"formula": "C3H5NO", "method": "the ωB97M-V functional and the def2-TZVPD basis", "symbols": ["C", "C", "O", "C", "N", "H", "H", "H", "H", "H"], "positions_angstrom": [[-1.281, -0.058, 0.000], [0.233, -0.134, 0.215], [0.746, -0.985, -0.795], [1.089, 1.087, 0.184], [2.037, 1.754, 0.190], [-1.505, -0.103, -1.067], [-1.754, 0.819, 0.447], [-1.714, -0.955, 0.450], [0.409, -0.535, 1.228], [1.697, -0.831, -0.853]], "forces_ev_per_a": [[0.1, 0.0, 0.0], [-0.1, 0.1, 0.1], [0.1, -0.2, 0.1], [0.8, 0.3, 0.1], [-1.2, -0.3, -0.1], [0.1, 0.2, 0.1], [0.2, -0.1, 0.0], [0.0, 0.1, 0.0], [0.1, -0.1, -0.3], [0.0, -0.2, 0.0]], "nbo_charge": [-0.62, 0.01, -0.69, 0.24, -0.31, 0.23, 0.23, 0.22, 0.20, 0.48], "max_force_ev_per_a": 1.209, "charge": 0, "total_energy_ha": -247.277247, "de_lowest_ev": 0.816, "molar_mass_g_mol": 71.1}

[5]
{"formula": "CH3ClS2", "method": "the ωB97M-V functional and the def2-TZVPD basis", "symbols": ["C", "S", "S", "Cl", "H", "H", "H"], "positions_angstrom": [[-0.151, 0.227, -0.009], [-1.588, 1.369, -0.336], [-3.040, 0.487, 0.707], [-3.934, -0.864, -0.524], [0.475, 0.678, 0.783], [0.482, 0.131, -0.946], [-0.579, -0.677, 0.200]], "forces_ev_per_a": [[1.6, 3.0, -1.7], [0.6, -0.5, 0.0], [0.0, 0.4, 0.4], [-0.1, -0.3, -0.3], [-0.5, -0.6, -0.3], [-0.9, 0.2, 1.0], [-0.8, -2.3, 0.8]], "nbo_charge": [-0.72, 0.12, 0.12, -0.19, 0.23, 0.23, 0.22], "max_force_ev_per_a": 3.831, "charge": 0, "total_energy_ha": -1296.461119, "de_lowest_ev": 0.214, "molar_mass_g_mol": 114.6}